1.
The following is a quantum chemistry calculation of the molecule C16H21NO, from OMol25.

Each line ends with the Mulliken charge.
Positions of all 39 atoms, in Å:
C1 -0.933 2.664 -3.784  -0.71
C2 -0.282 1.857 -2.968  -0.80
H1 0.406 1.109 -3.338  0.37
C3 -0.429 1.857 -1.460  2.24
C4 -0.810 0.492 -1.083  -0.93
C5 -1.178 -0.607 -0.774  0.22
C6 -1.531 -1.952 -0.360  -0.61
N1 -0.941 -2.271 0.932  0.33
C7 0.513 -2.292 0.884  -0.61
C8 1.118 -1.948 2.240  -1.32
H2 0.906 -2.715 2.981  0.39
H3 2.197 -1.849 2.148  0.40
H4 0.707 -1.007 2.594  0.27
H5 0.831 -1.533 0.164  0.44
H6 0.895 -3.268 0.536  0.31
C9 -1.512 -3.479 1.502  -0.51
C10 -2.864 -3.212 2.157  -1.34
H7 -3.624 -2.957 1.423  0.32
H8 -2.771 -2.386 2.857  0.32
H9 -3.195 -4.097 2.695  0.42
H10 -1.613 -4.277 0.743  0.32
H11 -0.827 -3.843 2.269  0.40
H12 -1.217 -2.664 -1.150  0.28
H13 -2.619 -2.009 -0.266  0.28
C11 0.889 2.221 -0.780  -0.43
C12 1.168 1.736 0.490  -0.31
C13 2.346 2.087 1.126  -0.73
C14 3.249 2.929 0.501  -0.41
C15 2.966 3.426 -0.760  -0.66
C16 1.790 3.076 -1.399  -0.34
H14 1.568 3.471 -2.379  0.43
H15 3.663 4.091 -1.249  0.38
H16 4.170 3.202 0.997  0.39
H17 2.557 1.702 2.113  0.39
H18 0.459 1.084 0.977  0.52
O1 -1.386 2.798 -0.997  -0.71
H19 -2.255 2.529 -1.316  0.45
H20 -0.804 2.617 -4.852  0.30
H21 -1.607 3.420 -3.415  0.27

Results
highest occupied orbital energy: -8.7 eV
SMILES: C=C[C@@](O)(C#CCN(CC)CC)c1ccccc1
E_LUMO: 0.89 eV
E: -20467.5916 eV
F_max: 0.010 hartree/bohr
frontier orbital gap: 9.587 eV

***

2.
The following is a quantum chemistry calculation of the molecule C16H21NO6S at a distorted geometry, from OMol25.

Each line ends with the Mulliken charge.
Positions of all 45 atoms, in Å:
C1 -2.882 -3.283 -1.819  -1.46
C2 -1.933 -2.213 -1.308  -0.06
H1 -0.991 -2.651 -0.958  0.37
H2 -1.726 -1.470 -2.087  0.19
O1 -2.552 -1.525 -0.218  -0.27
C3 -1.780 -1.081 0.768  0.65
O2 -0.603 -1.325 0.873  -0.65
C4 -2.588 -0.288 1.793  0.02
C5 -1.652 0.729 2.452  -1.04
C6 -1.311 1.815 1.410  -0.33
N1 -1.708 1.332 0.109  0.32
S1 -0.862 1.898 -1.220  1.36
O3 -0.903 3.333 -1.281  -0.78
O4 -1.350 1.160 -2.348  -0.71
C7 0.811 1.381 -0.846  -0.03
C8 1.181 0.073 -1.092  -0.40
C9 2.465 -0.339 -0.783  -0.81
C10 3.367 0.569 -0.235  0.40
C11 2.986 1.891 -0.010  -0.84
C12 1.702 2.299 -0.319  -0.15
H3 1.377 3.318 -0.175  0.57
H4 3.709 2.576 0.407  0.47
C13 4.758 0.175 0.119  0.53
O5 5.548 0.903 0.667  -0.60
O6 5.045 -1.081 -0.244  -0.30
C14 6.357 -1.529 0.062  -0.66
H5 7.099 -0.872 -0.396  0.30
H6 6.514 -1.536 1.142  0.30
H7 6.436 -2.536 -0.342  0.23
H8 2.772 -1.357 -0.959  0.47
H9 0.462 -0.600 -1.526  0.37
C15 -3.148 1.287 -0.046  -0.99
C16 -3.738 0.448 1.102  -0.93
H10 -4.231 1.091 1.832  0.43
H11 -4.469 -0.259 0.716  0.39
H12 -3.568 2.303 -0.047  0.42
H13 -3.341 0.834 -1.018  0.41
H14 -1.826 2.759 1.639  0.31
H15 -0.239 2.008 1.387  0.12
H16 -0.746 0.214 2.769  0.45
H17 -2.130 1.172 3.325  0.42
H18 -2.971 -0.990 2.540  0.44
H19 -3.819 -2.832 -2.133  0.32
H20 -2.433 -3.793 -2.667  0.42
H21 -3.089 -4.011 -1.037  0.35

Results
highest occupied orbital energy: -9.5 eV
SMILES: CCOC(=O)C1CCN(S(=O)(=O)c2ccc(C(=O)OC)cc2)CC1
E_LUMO: -0.03 eV
E: -41543.3817 eV
F_max: 0.022 hartree/bohr
frontier orbital gap: 9.495 eV

***

3.
The following is a quantum chemistry calculation of a structure of composition C16H22AsN4O8S6Sn, from OMol25.

Each line ends with the Mulliken charge.
Positions of all 58 atoms, in Å:
Sn1 2.015 -2.590 0.263  0.77
O1 2.462 0.839 2.192  -0.45
As1 2.113 -0.463 3.280  0.33
O2 -0.272 0.596 1.886  -0.58
O3 1.982 -1.744 2.267  -0.22
C1 0.056 1.690 1.073  1.25
C2 -0.123 2.866 1.781  -1.04
C3 0.325 4.067 1.257  -0.57
C4 0.936 4.090 0.016  -0.87
C5 1.070 2.914 -0.702  -0.69
C6 0.632 1.692 -0.194  -0.06
S1 0.889 0.303 -1.275  1.33
O4 1.812 -0.593 -0.527  0.03
O5 1.476 0.826 -2.470  -0.83
O6 -0.402 -0.349 -1.496  -0.79
H1 2.625 1.701 2.598  0.34
H2 -0.612 2.820 2.745  0.54
H3 0.192 4.979 1.823  0.46
H4 1.308 5.015 -0.401  0.46
H5 1.543 2.915 -1.673  0.70
N1 -1.487 -2.928 0.590  -0.30
C7 -2.348 -1.860 0.125  0.44
C8 -3.844 -2.074 0.439  -1.10
C9 -4.869 -1.062 -0.081  -0.84
C10 -4.888 -0.830 -1.587  -0.97
N2 -3.726 -0.058 -2.029  -0.02
C11 -3.332 0.038 -3.292  0.68
N3 -2.114 0.482 -3.572  -0.24
N4 -4.172 -0.322 -4.273  -0.38
C12 -1.866 -0.511 0.631  0.23
O7 -2.454 0.526 0.516  -0.71
O8 -0.649 -0.611 1.237  -0.10
H6 -1.632 -3.770 0.046  0.31
H7 -1.657 -3.151 1.565  0.26
H8 -2.207 -1.786 -0.956  0.34
H9 -3.961 -2.145 1.524  0.37
H10 -4.088 -3.064 0.042  0.34
H11 -4.759 -0.105 0.425  0.32
H12 -5.859 -1.437 0.187  0.43
H13 -5.806 -0.289 -1.838  0.55
H14 -4.901 -1.783 -2.125  0.50
H15 -3.151 0.369 -1.309  0.16
H16 -1.368 0.338 -2.882  0.22
H17 -1.843 0.652 -4.526  0.23
H18 -5.160 -0.391 -4.098  0.22
H19 -3.868 -0.313 -5.231  0.23
C13 6.311 -1.995 3.262  -0.87
S2 5.001 -0.748 3.220  0.04
C14 5.133 -0.083 1.597  -0.24
C15 4.840 -0.691 0.429  0.47
S3 4.528 -2.398 0.187  -0.46
S4 4.838 0.345 -0.976  -0.02
C16 5.120 1.848 -0.169  0.11
S5 5.081 3.304 -0.916  -0.17
S6 5.448 1.635 1.519  -0.11
H20 6.309 -2.407 4.269  0.39
H21 7.268 -1.520 3.066  0.33
H22 6.106 -2.778 2.540  0.25

Results
highest occupied orbital energy: -9.7 eV
charge: +1
E_LUMO: -3.29 eV
E: -170965.4769 eV
F_max: 0.013 hartree/bohr
frontier orbital gap: 6.390 eV

***

4.
The following is a quantum chemistry calculation of a structure of composition C16H22BBrF4HgI2O2S4 at a distorted geometry, from OMol25.

Each line ends with the Mulliken charge.
Positions of all 53 atoms, in Å:
Hg1 -0.412 0.763 0.574  1.52
C1 -0.041 -1.168 -3.178  -1.05
C2 1.161 -1.339 -2.266  0.63
S1 0.546 -1.655 -0.545  0.10
C3 2.092 -1.760 0.409  -0.56
C4 3.159 -0.717 0.133  -1.17
S2 2.596 1.024 0.168  0.11
C5 3.288 1.632 -1.438  -0.82
C6 2.653 2.956 -1.814  -0.93
S3 0.839 2.896 -1.989  0.07
C7 0.685 2.106 -3.635  -0.56
C8 -0.695 1.513 -3.843  -1.18
S4 -1.159 0.190 -2.669  0.08
H1 -0.660 -2.065 -3.154  0.46
H2 0.264 -0.959 -4.203  0.48
H3 1.783 -0.450 -2.270  -1.09
H4 1.754 -2.196 -2.585  0.48
H5 2.519 -2.748 0.222  0.60
H6 1.751 -1.720 1.446  0.06
H7 3.631 -0.879 -0.835  0.52
H8 3.906 -0.790 0.922  0.66
H9 3.148 0.884 -2.222  0.39
H10 4.356 1.781 -1.278  0.47
H11 3.072 3.339 -2.748  0.48
H12 2.827 3.676 -1.014  0.38
H13 1.449 1.333 -3.715  0.20
H14 0.874 2.879 -4.384  0.48
H15 -0.784 1.108 -4.852  0.40
H16 -1.469 2.263 -3.699  0.39
I1 1.870 3.892 2.334  0.15
C9 0.569 5.290 1.555  -0.82
I2 -2.034 2.793 0.648  -0.57
H17 0.350 5.208 0.508  0.36
H18 -0.212 5.628 2.210  0.35
F1 1.106 0.334 2.736  -0.25
B1 2.145 -0.023 3.657  0.20
F2 2.058 0.773 4.764  -0.34
F3 3.354 0.177 3.006  -0.37
F4 2.018 -1.352 3.978  -0.37
Br1 -3.697 -1.941 -0.841  -0.17
C10 -4.088 -2.345 0.976  0.27
C11 -5.392 -2.630 1.334  -0.54
C12 -5.667 -2.948 2.654  -0.46
C13 -4.641 -3.020 3.582  -0.59
C14 -3.341 -2.721 3.210  -0.42
C15 -3.056 -2.364 1.902  0.21
C16 -1.707 -1.807 1.502  0.49
O1 -0.701 -2.495 1.419  -0.66
O2 -1.822 -0.568 1.261  -0.66
H19 -6.175 -2.580 0.590  0.38
H20 -6.687 -3.153 2.947  0.35
H21 -4.850 -3.296 4.606  0.37
H22 -2.535 -2.750 3.928  0.47

Results
highest occupied orbital energy (spin up / spin down): -5.4 / -5.8 eV
charge: -1
2S+1: 2
E_LUMO (spin up / spin down): 1.96 / 1.96 eV
E: -166358.2368 eV
<S²>: 0.756
F_max: 0.043 hartree/bohr
frontier orbital gap (spin up / spin down): 7.346 / 7.785 eV

***

5.
The following is a quantum chemistry calculation of a structure of composition C16H22BF2IrN2O2Se2 at a distorted geometry, from OMol25.

Each line ends with the Mulliken charge.
Positions of all 48 atoms, in Å:
Ir1 0.043 0.548 0.601  1.63
C1 3.090 -1.992 2.614  -1.43
C2 1.963 -1.680 1.674  0.67
O1 1.953 -0.579 1.078  -0.71
C3 0.978 -2.704 1.515  -0.82
C4 -0.126 -2.670 0.704  0.81
C5 -1.011 -3.876 0.593  -1.29
N1 -0.451 -1.566 -0.019  -0.04
N2 -1.421 -1.692 -0.876  -0.37
C6 -1.824 -0.556 -1.493  0.29
O2 -1.351 0.574 -1.210  -0.86
C7 -2.873 -0.715 -2.513  0.39
C8 -3.253 0.377 -3.294  -0.37
C9 -4.228 0.230 -4.262  -0.71
C10 -4.847 -0.999 -4.447  -0.35
C11 -4.488 -2.088 -3.662  -0.75
C12 -3.499 -1.952 -2.705  -0.15
H1 3.829 -1.195 2.616  0.35
H2 3.560 -2.936 2.337  0.40
H3 2.679 -2.106 3.619  0.36
H4 1.146 -3.616 2.069  0.36
H5 -0.637 -4.692 1.204  0.40
H6 -1.066 -4.192 -0.448  0.32
H7 -2.021 -3.613 0.911  0.34
H8 -2.772 1.333 -3.133  0.43
H9 -4.513 1.068 -4.885  0.41
H10 -5.622 -1.109 -5.193  0.40
H11 -4.978 -3.041 -3.805  0.40
H12 -3.206 -2.792 -2.095  0.44
C13 -1.865 4.217 -0.932  -1.08
Se1 -1.409 3.143 0.629  0.27
C14 0.281 4.054 1.038  -0.98
C15 1.349 3.879 -0.019  -0.58
Se2 2.089 2.056 -0.048  0.14
C16 2.169 1.796 -1.977  -0.97
H13 -1.777 5.263 -0.648  0.38
H14 -2.899 3.992 -1.177  0.38
H15 -1.231 3.987 -1.784  0.28
H16 0.595 3.668 2.007  0.36
H17 0.038 5.110 1.149  0.52
H18 2.183 4.552 0.183  0.46
H19 0.979 4.094 -1.020  0.34
H20 2.747 2.599 -2.428  0.40
H21 1.162 1.754 -2.383  0.27
H22 2.674 0.847 -2.135  0.35
F1 -0.913 1.816 3.236  -0.18
B1 -0.743 0.667 2.589  0.27
F2 -1.082 -0.403 3.293  -0.18

Results
highest occupied orbital energy (spin up / spin down): -10.7 / -11.2 eV
charge: +1
2S+1: 2
E_LUMO (spin up / spin down): -4.25 / -4.99 eV
E: -163661.5204 eV
<S²>: 0.932
F_max: 0.062 hartree/bohr
frontier orbital gap (spin up / spin down): 6.420 / 6.225 eV